A cluster of 7 separate species, C46H101F2N6O7S2 in total at a distorted geometry. Source: OMol25; level of theory: ωB97M-V/def2-TZVPD.

- E_LUMO (eV) = -5.663
- E (eV) = -99693.9187
- ΔE to the lowest compared entry with this formula, charge and spin (kcal per mole) = 0.0
- E_HOMO (eV) = -11.004

Structure (ORCA input):
```
! wB97M-V def2-TZVPD RIJCOSX def2/J DEFGRID3
* xyz 3 1
N -0.60502 -1.11736 0.33499
S -0.32001 0.21360 -0.43206
O -0.29723 1.44621 0.30204
O -0.62388 0.19542 -1.82234
F 1.31485 -0.02619 -0.57698
S -2.09622 -0.82265 0.96489
O -2.94455 -0.07590 0.09491
O -2.03306 -0.51766 2.35240
F -2.61790 -2.24572 0.75171
C 3.00186 2.45650 2.53566
C 1.49077 2.71995 2.55130
C 1.00538 3.31360 3.85641
N -0.47835 3.53436 4.04814
C -1.40225 2.40066 3.72866
C -1.28881 1.30774 4.74946
C -1.45394 1.77209 6.19352
C -0.71903 3.09129 6.49677
C -0.78896 4.12917 5.41060
C -0.84638 4.61883 3.07007
H 3.53216 3.38652 2.73294
H 3.24571 2.03056 1.56382
H 3.24589 1.72216 3.30308
H 0.92430 1.79210 2.41501
H 1.19130 3.28240 1.66314
H 1.48075 4.23406 4.19667
H 1.21985 2.58692 4.64825
H -1.29348 2.07926 2.69170
H -2.42389 2.79377 3.74087
H -0.27611 0.87817 4.74160
H -1.98615 0.50931 4.51318
H -1.20257 1.03001 6.94662
H -2.51457 1.97997 6.38538
H 0.31554 2.93157 6.82050
H -1.15606 3.48175 7.41937
H -0.04346 4.92249 5.47958
H -1.74935 4.64206 5.36030
H -0.48210 4.28260 2.09972
H -0.31749 5.54345 3.29322
H -1.91880 4.76234 2.99060
C -0.11982 -7.04009 0.91587
C 0.58731 -6.19432 1.97877
C 1.15662 -4.95338 1.31347
N 1.93014 -4.03051 2.23980
C 2.82079 -3.12360 1.39865
C 3.44492 -1.96578 2.19520
C 2.36761 -1.25809 2.98362
C 1.54935 -2.15640 3.89573
C 0.94211 -3.29379 3.07886
C 2.87367 -4.75139 3.14662
H 0.54803 -7.28395 0.08445
H -0.96707 -6.49995 0.48771
H -0.49322 -7.95549 1.36642
H 1.38486 -6.72966 2.49074
H -0.18221 -5.96185 2.71789
H 0.35907 -4.36274 0.86512
H 1.89244 -5.23191 0.55433
H 2.29012 -2.68394 0.55605
H 3.57434 -3.82796 1.04469
H 3.77594 -1.31857 1.37690
H 4.30943 -2.23274 2.79807
H 1.73410 -0.65486 2.32748
H 2.92989 -0.56429 3.61833
H 0.74432 -1.56752 4.33794
H 2.10925 -2.51205 4.76549
H 0.18454 -2.79377 2.47534
H 0.37019 -3.98517 3.69396
H 3.34774 -5.52676 2.53448
H 2.36001 -5.24706 3.96109
H 3.71674 -4.13676 3.43255
C -6.79862 8.25069 0.42543
C -6.18076 7.04327 -0.31847
C -4.67683 7.04657 -0.22426
N -3.96591 5.95787 -0.97604
C -2.52381 5.95843 -0.51139
C -1.68042 4.73521 -0.88510
C -2.42912 3.47526 -0.49808
C -3.77051 3.41738 -1.17956
C -4.63851 4.59756 -0.78170
C -3.86370 6.27655 -2.44302
H -7.77145 8.43043 -0.01934
H -6.16201 9.13120 0.32852
H -6.88132 8.04115 1.49006
H -6.50689 7.07498 -1.36261
H -6.66292 6.15742 0.09785
H -4.37237 6.97344 0.82235
H -4.24593 7.97224 -0.61108
H -2.52625 6.10042 0.57220
H -2.00191 6.84550 -0.87483
H -0.72511 4.86118 -0.37410
H -1.48242 4.70358 -1.95964
H -2.54382 3.49923 0.59437
H -1.81896 2.60832 -0.72154
H -4.34149 2.57071 -0.78805
H -3.68948 3.31007 -2.26038
H -5.00233 4.58101 0.24157
H -5.47856 4.66584 -1.47276
H -3.34589 7.21737 -2.58694
H -4.87695 6.33631 -2.83658
H -3.34889 5.44011 -2.89890
C 5.91923 -2.56684 -1.32160
C 5.09280 -1.29496 -1.44857
C 5.54339 -0.49828 -2.65843
N 4.76506 0.82134 -2.88103
C 3.38102 0.45868 -3.43651
C 2.42512 1.62807 -3.56730
C 2.41254 2.48737 -2.32090
C 3.79610 2.90220 -1.84742
C 4.61645 1.62354 -1.64086
C 5.52753 1.53786 -3.92175
H 6.99015 -2.34533 -1.21764
H 5.93043 -3.29021 -2.13700
H 5.71523 -3.05847 -0.36828
H 5.22738 -0.76140 -0.50841
H 4.02932 -1.53048 -1.56243
H 5.37578 -1.03533 -3.58713
H 6.54284 -0.10540 -2.48212
H 2.94360 -0.25819 -2.74512
H 3.65389 0.04107 -4.40327
H 1.42305 1.27034 -3.80278
H 2.70108 2.24640 -4.43036
H 2.03211 1.85261 -1.50694
H 1.70181 3.31318 -2.29717
H 3.74434 3.40216 -0.88430
H 4.28351 3.48044 -2.63071
H 4.09726 1.00285 -0.90993
H 5.57896 1.89618 -1.20398
H 6.53549 1.82919 -3.63041
H 5.05541 2.50833 -4.06788
H 5.52102 1.04251 -4.88758
C -3.96506 -6.62171 -3.46842
C -2.81060 -5.70358 -3.93731
C -1.86371 -5.37919 -2.82749
N -0.80529 -4.33662 -3.14614
C 0.08884 -4.21416 -1.93742
C 1.45417 -3.57901 -2.23272
C 2.18721 -4.12787 -3.42579
C 1.26184 -4.02794 -4.62602
C -0.02454 -4.76274 -4.37549
C -1.46549 -3.02684 -3.34375
H -3.65744 -7.66369 -3.52198
H -4.84295 -6.44547 -4.08263
H -4.26116 -6.38497 -2.44391
H -3.29085 -4.80572 -4.33447
H -2.37319 -6.21343 -4.79819
H -1.34822 -6.26653 -2.45313
H -2.42099 -4.97067 -1.97639
H 0.25715 -5.20146 -1.51071
H -0.37953 -3.51289 -1.24668
H 2.00444 -3.78162 -1.31158
H 1.22432 -2.51034 -2.30080
H 2.39329 -5.19111 -3.26884
H 3.13188 -3.59893 -3.54229
H 1.69650 -4.51114 -5.50853
H 1.17902 -3.00038 -4.99396
H 0.13136 -5.82820 -4.19242
H -0.75015 -4.67699 -5.17962
H -2.01824 -2.96147 -4.27680
H -0.76741 -2.19298 -3.30939
H -2.19351 -2.89240 -2.54178
O -4.35385 -3.97916 -0.77266
C -5.30252 -4.02716 0.27107
O -5.67039 -2.83020 0.53489
O -5.78810 -5.06580 0.66678
H -4.53555 -3.00734 -0.51703
*
```

Atomic partial charges in e from the Löwdin method, atoms 1 to 4:
1 N -0.279
2 S 0.458
3 O -0.308
4 O -0.270

A cluster of 7 separate species, C46H101F2N6O7S2 in total at a distorted geometry. Source: OMol25; level of theory: ωB97M-V/def2-TZVPD.

- E_LUMO (eV) = -4.805
- E (eV) = -99689.3847
- ΔE to the lowest compared entry with this formula, charge and spin (kcal per mole) = 104.6
- E_HOMO (eV) = -8.206

Structure (ORCA input):
```
! wB97M-V def2-TZVPD RIJCOSX def2/J DEFGRID3
* xyz 3 1
N -2.08340 1.90893 -0.87266
S -1.31245 2.47253 0.23568
O -1.46294 3.85835 0.54550
O -0.02957 1.83717 0.59839
F -2.28097 1.91018 1.40527
S -1.08105 2.46092 -2.13750
O 0.13990 1.69312 -2.46400
O -0.95064 3.88371 -2.23470
F -1.99340 2.08522 -3.38002
C -7.39326 5.71745 -3.59371
C -7.45783 4.59348 -2.45418
C -8.88036 4.25683 -1.89918
N -8.93079 3.14881 -0.75168
C -8.02792 3.60402 0.43938
C -8.59936 4.75070 1.21303
C -10.05956 4.54874 1.70430
C -10.94267 4.09015 0.53973
C -10.37104 2.91259 -0.15860
C -8.43586 1.78691 -1.31230
H -6.44764 5.79568 -4.13018
H -7.49957 6.66605 -3.06746
H -8.20423 5.52287 -4.29554
H -6.81738 5.02960 -1.68755
H -6.90865 3.74692 -2.86630
H -9.34549 3.72892 -2.73169
H -9.38554 5.17838 -1.60998
H -7.01800 3.82315 0.09277
H -7.99600 2.72808 1.08730
H -8.48570 5.68108 0.65663
H -7.83800 4.95535 1.96574
H -10.29819 5.50167 2.17661
H -10.01780 3.85102 2.54069
H -11.20517 4.94099 -0.08897
H -11.89333 3.76600 0.96313
H -10.96431 2.58017 -1.01044
H -10.29731 2.07239 0.53186
H -7.42690 2.01095 -1.65857
H -9.01210 1.55932 -2.20909
H -8.48094 1.05346 -0.50724
C 6.91594 13.60432 1.70120
C 6.18865 12.80055 0.68622
C 6.92340 11.41573 0.45534
N 6.14924 10.35315 -0.43847
C 7.10054 9.12679 -0.62792
C 6.46053 7.85868 -1.14512
C 5.13932 7.53949 -0.40908
C 4.17603 8.69790 -0.33203
C 4.75885 10.04185 0.20552
C 5.84640 10.90080 -1.88085
H 6.26293 14.46647 1.83671
H 7.88685 14.07197 1.53765
H 7.02716 12.98463 2.59099
H 6.09296 13.40856 -0.21337
H 5.16433 12.57113 0.97986
H 7.09973 10.91325 1.40640
H 7.87417 11.58895 -0.04878
H 7.48491 8.97437 0.38060
H 7.99218 9.52761 -1.11003
H 7.13614 7.01086 -1.03173
H 6.33779 7.88717 -2.22781
H 5.36914 7.09626 0.55985
H 4.66699 6.74294 -0.98398
H 3.33194 8.47232 0.31970
H 3.75297 8.95733 -1.30250
H 4.89427 9.75569 1.24853
H 4.04722 10.86557 0.14918
H 5.47310 10.17520 -2.60353
H 6.79563 11.28821 -2.25096
H 5.12958 11.72012 -1.93550
C 9.57133 -4.43725 6.45913
C 9.40146 -3.83136 5.06963
C 9.08051 -2.29266 5.07278
N 8.58585 -1.82601 3.66718
C 7.04544 -2.27620 3.57942
C 6.30155 -1.57966 2.38233
C 6.41168 -0.08018 2.34262
C 7.85307 0.40760 2.51344
C 8.60355 -0.27432 3.66901
C 9.44965 -2.41411 2.51835
H 9.79744 -5.50222 6.51237
H 8.70791 -4.19973 7.08058
H 10.41675 -3.90952 6.90055
H 8.54648 -4.38826 4.68627
H 10.30248 -4.04839 4.49590
H 10.01158 -1.73451 5.17125
H 8.29300 -2.04855 5.78573
H 6.56903 -2.06744 4.53731
H 7.02924 -3.35571 3.42940
H 5.23618 -1.81008 2.38698
H 6.79059 -2.08732 1.55094
H 5.72359 0.35065 3.06995
H 6.05586 0.28831 1.38049
H 7.86551 1.46447 2.77983
H 8.35235 0.38122 1.54488
H 8.04046 -0.01271 4.56488
H 9.62223 0.07554 3.83628
H 8.84429 -2.16996 1.64540
H 9.29612 -3.48413 2.65827
H 10.46951 -2.03368 2.46122
C -1.07755 -3.70026 4.57911
C -2.43268 -3.08008 4.13649
C -3.53572 -4.23870 4.33662
N -4.95219 -3.85782 3.81425
C -4.85568 -3.57088 2.30527
C -4.69616 -4.94057 1.50281
C -5.76104 -5.94308 1.87527
C -5.77438 -6.20094 3.38993
C -5.90687 -4.96258 4.24283
C -5.52362 -2.57112 4.46128
H -0.42415 -2.86288 4.82399
H -0.69538 -4.40910 3.84453
H -1.21871 -4.24031 5.51534
H -2.30066 -2.66129 3.13885
H -2.68466 -2.30055 4.85547
H -3.68874 -4.40830 5.40242
H -3.36553 -5.20574 3.86337
H -4.22408 -2.71361 2.07232
H -5.79919 -3.13497 1.97682
H -3.72455 -5.42018 1.62136
H -4.72651 -4.74278 0.43134
H -5.52089 -6.80012 1.24606
H -6.69330 -5.46457 1.57525
H -4.85610 -6.74539 3.61003
H -6.58218 -6.79897 3.81172
H -5.69863 -5.17134 5.29219
H -6.92345 -4.56954 4.22890
H -6.45698 -2.34178 3.94714
H -4.83921 -1.72473 4.51873
H -5.74554 -2.83533 5.49523
C -0.39200 -5.57536 -4.20523
C -1.21229 -6.86675 -4.19945
C -0.85334 -7.81540 -5.30415
N -1.64995 -9.13397 -5.43749
C -3.15025 -8.84387 -5.71855
C -3.96348 -10.09508 -6.13985
C -3.29190 -10.69116 -7.36182
C -1.84548 -11.14095 -7.01450
C -0.93245 -9.95670 -6.60737
C -1.39540 -9.89465 -4.13166
H 0.67625 -5.62565 -4.41598
H -0.57790 -5.12301 -3.23110
H -0.87927 -4.91800 -4.92533
H -2.27332 -6.63280 -4.28651
H -1.14798 -7.23439 -3.17533
H 0.17206 -8.17730 -5.22866
H -1.01397 -7.42819 -6.31031
H -3.26071 -8.11868 -6.52477
H -3.58873 -8.40358 -4.82302
H -4.97572 -9.76394 -6.37181
H -4.11188 -10.81443 -5.33448
H -3.20519 -9.93063 -8.13782
H -3.83151 -11.47069 -7.89963
H -1.39881 -11.50721 -7.93885
H -1.90778 -11.99308 -6.33767
H -0.64286 -9.24799 -7.38323
H -0.04616 -10.39409 -6.14772
H -1.85670 -10.88195 -4.15520
H -1.72145 -9.33583 -3.25444
H -0.35703 -10.20414 -4.01293
O 5.84636 -0.38690 -3.60987
C 7.02844 0.19780 -3.77565
O 6.94849 1.36779 -4.11370
O 8.05396 -0.42945 -3.64121
H 5.38444 0.45463 -3.60322
*
```

Atomic partial charges in e from the Löwdin method, atoms 1 to 4:
1 N -0.289
2 S 0.366
3 O -0.299
4 O -0.320

A cluster of 6 separate species, C46H101N5O3 in total at a distorted geometry. Source: OMol25; level of theory: ωB97M-V/def2-TZVPD.

- E_LUMO (eV) = -6.284
- E (eV) = -62898.1968
- ΔE to the lowest compared entry with this formula, charge and spin (kcal per mole) = 0.6
- E_HOMO (eV) = -12.793

Structure (ORCA input):
```
! wB97M-V def2-TZVPD RIJCOSX def2/J DEFGRID3
* xyz 4 1
C -4.31960 0.04169 4.55446
C -5.31191 0.49004 3.43055
C -4.76935 1.68585 2.59545
N -5.78690 2.23322 1.55421
C -4.96714 3.39698 0.84884
C -5.84940 4.38941 0.03541
C -7.04772 4.84447 0.83577
C -7.85290 3.63930 1.29915
C -7.12901 2.67104 2.21057
C -6.05773 1.21041 0.41281
H -3.27764 0.09885 4.23957
H -4.56059 -1.01374 4.68133
H -4.47081 0.61819 5.46709
H -6.26011 0.71078 3.92075
H -5.55855 -0.34693 2.77730
H -3.81008 1.43845 2.14080
H -4.53733 2.48911 3.29477
H -4.60240 3.92776 1.72824
H -4.14046 2.94112 0.30396
H -5.33554 5.31890 -0.20974
H -6.11722 4.05361 -0.96639
H -6.65974 5.46380 1.64447
H -7.51354 5.55004 0.14781
H -8.82467 3.93514 1.69444
H -8.19749 3.07358 0.43351
H -6.87066 3.13634 3.16180
H -7.75684 1.79388 2.36715
H -6.37858 0.29399 0.90811
H -5.12989 1.01719 -0.12561
H -6.87033 1.50598 -0.25083
C 4.92087 2.06115 -2.96586
C 4.91863 2.78453 -4.29319
C 5.49076 4.20713 -4.23047
N 5.33990 5.03612 -5.51968
C 6.42730 6.14787 -5.57461
C 7.77727 5.58329 -6.01436
C 7.73436 4.68076 -7.24781
C 6.70873 3.55461 -7.05500
C 5.36703 4.26694 -6.86613
C 4.04220 5.85679 -5.54648
H 4.17622 2.51224 -2.31002
H 5.87871 2.24119 -2.47777
H 4.78630 0.97962 -2.98258
H 3.85349 2.89781 -4.49507
H 5.41130 2.02177 -4.89615
H 6.57320 4.26897 -4.11818
H 5.05313 4.83458 -3.45400
H 6.56886 6.67946 -4.63362
H 6.09099 6.94166 -6.24161
H 8.21901 4.91943 -5.27121
H 8.39732 6.44169 -6.27282
H 8.67918 4.20232 -7.50565
H 7.37029 5.18974 -8.14027
H 7.04343 2.86365 -6.28128
H 6.51952 2.87957 -7.88964
H 4.47456 3.64391 -6.80749
H 5.12421 4.93790 -7.69012
H 3.96952 6.37328 -6.50358
H 4.05800 6.56743 -4.72013
H 3.28229 5.10156 -5.34583
C 2.59373 -9.18518 8.19007
C 1.98909 -9.26112 6.77080
C 2.76225 -8.47090 5.72382
N 2.23873 -8.65346 4.27187
C 0.79327 -8.21422 4.07329
C 0.77972 -6.70662 4.24216
C 1.76179 -5.89579 3.31364
C 3.17683 -6.41713 3.39377
C 3.17419 -7.88594 3.29945
C 2.48645 -10.13223 4.01023
H 3.14389 -8.29289 8.48878
H 3.31024 -9.99152 8.34671
H 1.83825 -9.47458 8.92053
H 0.94569 -8.94583 6.76980
H 1.94589 -10.33828 6.60971
H 3.84220 -8.61860 5.72678
H 2.72433 -7.42901 6.04181
H 0.17786 -8.66068 4.85436
H 0.62552 -8.58710 3.06289
H 0.81535 -6.41212 5.29101
H -0.23971 -6.36501 4.06278
H 1.64174 -4.81514 3.39035
H 1.36879 -5.87009 2.29728
H 3.55916 -6.09157 4.36121
H 3.68713 -6.03676 2.50889
H 4.16049 -8.34889 3.26780
H 2.82666 -8.05191 2.27975
H 1.66563 -10.68496 4.46722
H 3.40864 -10.61099 4.33956
H 2.41637 -10.26668 2.93084
C 5.33983 6.57925 0.69979
C 4.18215 6.47940 1.72689
C 2.87828 6.24891 0.87862
N 1.59498 5.99187 1.74654
C 0.36344 5.98345 0.82983
C 0.08661 7.43137 0.27251
C -0.02534 8.45243 1.37493
C 1.16175 8.47938 2.35050
C 1.36395 7.04148 2.87910
C 1.71823 4.60005 2.49263
H 5.18831 7.24788 -0.14761
H 5.41067 5.58031 0.26944
H 6.32261 6.68295 1.15966
H 4.14319 7.36886 2.35572
H 4.38447 5.65271 2.40789
H 2.95443 5.38187 0.22245
H 2.65144 7.18372 0.36601
H 0.52129 5.30450 -0.00815
H -0.42504 5.62376 1.49090
H 0.87021 7.80817 -0.38483
H -0.82555 7.55287 -0.31169
H -0.20641 9.45285 0.98188
H -0.97817 8.23517 1.85764
H 2.03759 8.93134 1.88494
H 1.00630 9.19585 3.15710
H 2.21821 7.19406 3.53869
H 0.53343 6.74083 3.51781
H 2.58659 4.53303 3.14804
H 1.92243 3.87906 1.70106
H 0.76106 4.29420 2.91499
C -2.60165 -4.04519 -6.01487
C -3.55281 -4.66313 -5.00095
C -3.39546 -4.27028 -3.57952
N -4.34377 -4.97089 -2.58169
C -4.13377 -6.56134 -2.53417
C -4.75696 -7.17177 -1.25065
C -4.30078 -6.55503 -0.00419
C -4.57537 -5.03848 0.03077
C -4.00592 -4.31650 -1.21396
C -5.83120 -4.77229 -3.01726
H -1.57736 -4.40435 -5.91519
H -2.65545 -2.95668 -5.99604
H -2.91403 -4.30171 -7.02715
H -3.38681 -5.73820 -5.06995
H -4.51579 -4.34302 -5.39883
H -3.47093 -3.19419 -3.42322
H -2.42774 -4.50318 -3.13527
H -3.06169 -6.74827 -2.47253
H -4.49328 -6.91740 -3.49961
H -4.56001 -8.24383 -1.25159
H -5.84312 -7.11216 -1.31995
H -3.21376 -6.58834 0.06916
H -4.53999 -7.19759 0.84315
H -4.12311 -4.60690 0.92369
H -5.63252 -4.81742 0.17799
H -2.93681 -4.45275 -1.05109
H -4.32733 -3.27509 -1.19772
H -6.47286 -5.05561 -2.18293
H -6.08137 -5.38631 -3.88241
H -6.04437 -3.70889 -3.12602
O 0.14661 -1.30434 -1.11326
C -0.00251 -0.22017 -0.34547
O -0.25617 0.88244 -0.87117
O 0.18685 -0.38807 0.86101
H 0.04705 -0.75527 -1.89441
*
```

Atomic partial charges in e from the Löwdin method, atoms 1 to 4:
1 C -0.071
2 C -0.221
3 C -0.117
4 N -0.210